No. 1
DFT (ωB97M-V with the def2-TZVPD basis set) results for a 12-piece molecular cluster, C43H109O31P5 overall at a distorted geometry.

Properties
Kohn-Sham gap	9.28	eV
SMILES	COP(=O)(OC)OC.COP(=O)(OC)OC.COP(=O)(OC)OC.COP(=O)(OC)OC.COP(=O)(OC)OC.C1CCOC1.C1CCOC1.C1CCOC1.COCCOC.COCCOC.COCCOC.COCCOC
E	-156272.281	eV

Last column: Mulliken charge in e.
Cartesian coordinates (Å):
P 22.313 -3.092 24.806  0.9846
P 13.653 -0.461 11.298  0.9501
P 17.960 -1.827 18.416  0.9013
P 10.249 3.205 19.004  1.0829
P 24.233 4.940 12.822  0.9959
O 18.137 -1.456 16.990  -0.7402
O 11.233 2.233 25.082  -0.4204
O 26.383 1.196 23.554  -0.2527
O 17.871 -7.920 13.692  -0.3576
O 10.664 1.681 18.751  -0.2261
O 16.658 -1.085 19.130  -0.3070
O 19.223 -1.506 19.457  -0.1767
O 17.744 -3.405 18.638  -0.1817
O 23.464 5.365 14.137  -0.1988
O 23.112 4.968 11.609  -0.2925
O 23.407 -13.298 22.374  -0.3702
O 11.007 3.916 19.993  -0.7022
O 21.206 -3.985 24.411  -0.6968
O 24.561 3.421 13.083  -0.3093
O 13.955 -1.341 12.623  -0.1444
O 19.623 5.668 23.592  -0.3136
O 21.562 -10.544 21.278  -0.3327
O 22.956 -3.608 26.202  -0.3359
O 23.613 -2.968 23.785  -0.2088
O 23.796 -5.175 18.171  -0.4069
O 17.005 4.371 16.540  -0.3740
O 21.866 -1.537 25.214  -0.2990
O 12.530 -1.372 10.495  -0.3784
O 18.682 -6.335 11.007  -0.3991
O 25.492 5.733 12.599  -0.7127
O 25.498 3.997 21.155  -0.3433
O 17.830 7.439 21.837  -0.2825
O 15.049 -0.727 10.434  -0.3454
O 10.422 3.998 17.653  -0.3113
O 13.188 0.952 11.410  -0.6558
O 8.704 3.081 19.356  -0.2826
C 17.293 8.685 21.642  -0.7606
C 27.498 0.509 24.044  -0.7346
C 21.881 -11.883 21.381  -0.4744
C 24.545 -4.021 23.588  -0.6993
C 24.644 -5.268 16.960  -0.4826
C 13.335 1.379 25.468  -0.5984
C 16.205 0.087 10.772  -0.6199
C 12.053 3.375 25.162  -0.4369
C 26.612 2.257 22.656  -0.3941
C 18.087 6.506 16.517  -0.3607
C 25.399 2.777 21.853  -0.4209
C 8.078 4.210 19.912  -0.7843
C 19.707 5.634 25.016  -0.7512
C 13.721 -0.834 13.949  -0.5746
C 11.236 -1.470 11.032  -0.6705
C 20.978 -0.844 24.431  -0.6085
C 17.538 -6.303 11.879  -0.4725
C 17.335 -3.853 19.924  -0.6591
C 18.337 5.913 15.156  -0.4486
C 23.564 2.395 13.125  -0.6640
C 13.374 2.738 24.752  -0.3559
C 22.921 6.172 10.950  -0.6814
C 20.733 -9.938 22.322  -0.7044
C 23.504 -13.648 23.767  -0.6300
C 24.030 -7.411 17.660  -0.5937
C 25.362 5.073 22.038  -0.7210
C 23.980 -2.859 26.790  -0.6485
C 17.636 4.462 15.241  -0.3946
C 24.399 -6.669 16.340  -0.5065
C 23.108 -6.423 18.409  -0.2591
C 10.143 3.435 16.382  -0.6257
C 17.458 6.826 23.055  -0.3289
C 20.424 -0.879 19.088  -0.7828
C 18.321 5.584 23.147  -0.6167
C 10.401 0.737 19.802  -0.6672
C 16.949 5.672 17.092  -0.4362
C 11.872 1.075 25.544  -0.3818
C 24.096 5.147 15.362  -0.6982
C 18.823 -8.130 14.857  -0.7050
C 16.573 0.278 19.469  -0.5872
C 23.183 -11.930 22.172  -0.2647
C 19.443 -7.567 10.946  -0.5676
C 17.633 -6.548 13.373  -0.4774
H 23.191 -6.640 19.474  0.2256
H 23.590 6.973 11.266  0.3417
H 10.997 -0.631 11.686  0.3225
H 25.203 2.085 21.034  0.2781
H 18.745 -8.396 11.059  0.2848
H 25.353 -6.978 15.913  0.3006
H 17.990 6.657 14.439  0.2519
H 16.367 0.836 9.998  0.2626
H 16.272 -3.754 20.145  0.2546
H 18.422 3.719 15.107  0.2941
H 17.942 -3.406 20.711  0.3179
H 23.089 -11.463 23.152  0.3889
H 16.052 6.272 16.938  0.2296
H 8.735 4.950 20.370  0.3514
H 18.398 5.207 22.127  0.3052
H 16.724 -6.139 13.813  0.3831
H 12.017 3.841 26.147  0.2825
H 13.947 -1.644 14.642  0.2432
H 14.380 0.004 14.177  0.2741
H 19.379 5.821 14.852  0.1868
H 24.945 -7.680 18.187  0.2853
H 11.062 3.636 15.832  0.2256
H 24.658 -4.293 22.538  0.2767
H 23.821 5.867 16.133  0.2762
H 21.372 -1.045 23.434  0.2530
H 18.781 -9.160 15.214  0.3112
H 19.978 -1.276 24.462  0.2888
H 25.889 4.989 22.988  0.2806
H 11.344 0.657 20.341  0.2634
H 23.732 -2.912 27.850  0.2689
H 23.668 -6.423 15.571  0.2552
H 27.373 1.898 21.964  0.2753
H 15.951 0.533 18.611  0.2609
H 21.151 -1.664 19.294  0.2988
H 20.882 0.234 24.564  0.2789
H 17.517 8.888 20.595  0.2150
H 23.940 -11.506 21.512  0.1636
H 25.172 4.972 15.346  0.3214
H 24.138 -4.890 24.105  0.3524
H 20.167 -10.672 22.895  0.3282
H 16.404 6.565 22.964  0.3842
H 28.015 1.263 24.637  0.3474
H 27.147 3.072 23.143  0.3036
H 23.555 1.803 12.210  0.3026
H 17.742 7.540 16.541  0.3326
H 18.630 -7.554 15.762  0.2887
H 9.337 4.036 15.961  0.2543
H 13.373 2.475 23.694  0.2305
H 28.070 0.054 23.234  0.3083
H 17.453 -4.932 20.020  0.2683
H 17.203 -5.271 11.776  0.2894
H 19.267 4.823 25.597  0.3280
H 16.771 -6.963 11.475  0.3446
H 17.502 0.848 19.470  0.2580
H 24.011 -14.599 23.931  0.2210
H 20.856 -0.068 19.675  0.3023
H 11.542 0.982 26.579  0.2692
H 21.855 6.337 11.108  0.2456
H 23.014 6.030 9.874  0.2330
H 17.916 9.377 22.209  0.2925
H 20.190 -7.618 11.738  0.1696
H 21.036 -12.418 21.815  0.3355
H 25.809 5.986 21.645  0.2914
H 10.482 -1.312 10.262  0.2742
H 11.672 0.164 24.979  0.2746
H 22.439 -13.662 24.000  0.2853
H 16.090 0.684 11.677  0.2850
H 25.498 -3.772 24.055  0.2233
H 7.556 3.851 20.799  0.2831
H 14.238 3.269 25.153  0.2753
H 16.044 0.492 20.398  0.2453
H 19.549 6.613 25.467  0.2944
H 19.868 -8.046 14.559  0.2619
H 20.767 5.380 25.047  0.2506
H 12.686 -0.523 14.090  0.2621
H 24.468 -4.490 16.218  0.2992
H 21.999 -12.394 20.425  0.2637
H 23.726 1.781 14.011  0.2706
H 19.883 -7.672 9.954  0.2605
H 13.922 0.646 24.914  0.2966
H 18.932 6.379 17.193  0.1705
H 24.531 2.770 22.513  0.3240
H 11.761 4.119 24.420  0.2884
H 20.597 -0.696 18.027  0.3258
H 23.552 4.265 15.697  0.2704
H 7.452 4.710 19.174  0.2581
H 10.148 -0.244 19.399  0.2644
H 24.309 5.090 22.319  0.2793
H 16.841 5.487 18.161  0.2850
H 11.069 -2.479 11.411  0.2507
H 24.113 -12.889 24.258  0.2898
H 21.398 -9.423 23.015  0.2821
H 16.223 8.743 21.843  0.3165
H 22.561 2.806 13.019  0.2974
H 22.101 -6.440 17.992  0.2885
H 23.536 -8.338 17.367  0.3407
H 9.993 2.359 16.477  0.3181
H 25.662 -5.134 17.327  0.2520
H 17.793 4.737 23.585  0.4167
H 24.023 -1.826 26.445  0.3121
H 20.101 -9.155 21.902  0.2176
H 17.094 -0.541 10.724  0.2634
H 25.002 -3.202 26.629  0.2600
H 17.723 7.390 23.949  0.2491
H 13.792 1.482 26.452  0.2775
H 18.310 -5.881 13.907  0.3880
H 9.646 0.967 20.554  0.2973
H 16.869 4.416 14.468  0.2653
H 27.006 -0.118 24.787  0.1807

=====

No. 2
DFT (ωB97M-V with the def2-TZVPD basis set) results for C43H117MnN10O11 as an isolated structure at a distorted geometry.

Properties
total charge	+1
2S+1	6
Kohn-Sham gap (alpha / beta)	8.06 / 7.64	eV
E	-115224.427	eV

Last column: Löwdin spin population.
Cartesian coordinates (Å):
Mn -8.218 -9.929 -8.680  4.6900
O -13.796 -2.829 -11.456  0.0000
O -7.701 -0.782 -9.274  0.0000
O -7.921 -10.171 -10.891  0.0446
O -7.451 -3.876 -5.490  0.0000
O -8.091 -3.141 -13.331  0.0000
O -8.880 -7.976 -9.092  0.0831
O -11.553 -7.972 -3.162  0.0001
O -8.935 -9.791 -6.674  0.0488
O -4.707 -3.684 -9.946  0.0000
O -15.053 -6.911 -10.430  0.0000
O -12.614 -11.999 -7.641  0.0002
N -14.054 -14.476 -5.185  0.0000
N -10.199 -10.631 -9.426  0.0276
N -14.797 0.083 -11.482  0.0000
N -6.550 -1.678 -15.254  0.0000
N -5.406 -0.425 -12.074  0.0000
N -6.627 -6.101 -7.806  0.0007
N -5.120 -5.256 -2.981  0.0000
N -14.537 -6.469 -4.704  0.0000
N -6.437 -9.059 -7.866  0.0270
N -15.369 -5.052 -7.283  0.0000
C -14.655 -6.390 -9.187  0.0000
C -14.098 -7.785 -10.956  0.0000
C -6.537 -9.581 -6.452  0.0115
C -12.170 -5.915 -5.122  0.0000
C -16.003 -4.262 -9.560  0.0000
C -6.203 -0.052 -10.905  0.0000
C -9.155 -10.296 -11.593  0.0027
C -13.497 -10.912 -7.479  0.0000
C -10.870 -6.908 -8.052  0.0013
C -8.468 -0.272 -15.678  0.0000
C -14.631 -2.217 -12.418  0.0000
C -7.761 -1.147 -14.658  0.0000
C -4.493 -4.201 -5.050  0.0000
C -5.485 -5.541 -8.572  0.0000
C -8.879 -1.458 -8.924  0.0000
C -12.878 -7.478 -3.251  0.0000
C -9.571 -5.723 -9.717  0.0026
C -11.435 -11.305 -11.449  0.0014
C -13.571 -13.163 -5.629  0.0000
C -5.770 -4.160 -9.160  0.0000
C -8.742 -2.217 -14.185  0.0000
C -5.032 -6.511 -9.658  0.0001
C -13.026 -13.214 -7.045  0.0000
C -8.819 -4.094 -5.765  0.0000
C -7.228 -1.133 -10.557  0.0000
C -11.162 -8.406 -1.863  0.0000
C -12.623 -12.634 -4.565  0.0000
C -16.672 -0.871 -12.709  0.0000
C -13.135 -6.966 -4.646  0.0000
C -15.519 -1.179 -11.769  0.0000
C -10.249 -9.667 -6.075  0.0055
C -8.940 -4.071 -12.716  0.0000
C -3.609 -3.223 -9.159  0.0000
C -15.716 -5.462 -8.650  0.0000
C -13.003 -3.841 -12.010  0.0000
C -7.094 -9.186 -11.487  0.0043
C -7.903 -9.313 -5.837  0.0047
C -9.942 -7.116 -9.265  0.0113
C -5.393 -9.017 -5.621  0.0026
C -6.795 1.332 -11.083  0.0000
C -5.621 -4.329 -4.031  0.0000
C -6.889 -4.875 -4.661  0.0000
C -10.060 -11.198 -10.787  0.0048
H -7.444 1.610 -10.261  0.0000
H -16.670 -5.999 -8.598  0.0000
H -13.786 -13.708 -7.669  0.0000
H -16.447 -4.570 -10.502  0.0000
H -12.393 -5.574 -6.132  0.0000
H -8.995 -5.053 -6.280  0.0000
H -12.190 -11.660 -4.819  0.0001
H -8.690 -2.536 -8.819  0.0000
H -9.647 -9.318 -11.645  0.0001
H -6.045 -2.205 -14.542  0.0000
H -5.548 -9.162 -4.548  0.0003
H -7.630 -8.239 -11.620  0.0000
H -9.642 -1.298 -9.699  0.0000
H -14.708 -4.273 -7.341  0.0000
H -7.553 -0.570 -13.757  0.0000
H -5.819 -3.379 -3.534  0.0000
H -5.888 -6.739 -10.301  0.0000
H -11.812 -13.346 -4.386  0.0000
H -11.542 -7.721 -7.761  0.0000
H -4.617 -7.429 -9.242  0.0001
H -11.504 -6.025 -8.164  0.0001
H -5.960 2.041 -11.115  0.0000
H -14.473 -7.164 -8.420  0.0000
H -13.141 -12.455 -3.625  0.0000
H -9.210 -5.106 -8.885  0.0000
H -9.254 -1.052 -7.987  0.0000
H -13.087 -7.790 -5.379  0.0000
H -15.209 -2.994 -12.957  0.0000
H -16.144 -4.627 -6.783  0.0000
H -6.715 -9.530 -12.451  0.0008
H -4.249 -6.025 -10.237  0.0000
H -10.536 -9.661 -9.457  0.0015
H -14.354 0.391 -12.347  0.0000
H -6.476 -10.677 -6.507  0.0042
H -5.584 0.005 -10.000  0.0000
H -5.352 -7.935 -5.779  0.0001
H -11.842 -10.319 -11.693  0.0001
H -10.977 -9.891 -6.839  0.0002
H -8.971 -10.704 -12.586  0.0007
H -11.401 -11.881 -12.377  0.0002
H -9.146 0.459 -15.238  0.0000
H -3.949 -2.573 -8.350  0.0000
H -14.435 -12.488 -5.627  0.0000
H -13.284 -15.140 -5.163  0.0000
H -9.028 -0.852 -16.420  0.0000
H -10.256 -10.338 -5.217  0.0007
H -6.466 -8.027 -7.883  0.0020
H -10.946 -11.144 -8.946  0.0029
H -9.441 -4.103 -4.862  0.0000
H -13.597 -8.260 -2.963  0.0000
H -13.599 -4.629 -12.490  0.0000
H -5.896 -5.528 -2.382  0.0000
H -14.049 -1.817 -13.270  0.0000
H -14.758 -14.887 -5.790  0.0000
H -15.089 -3.674 -9.668  0.0000
H -13.172 -7.253 -11.209  0.0000
H -13.057 -10.007 -7.897  0.0000
H -13.700 -5.850 -9.325  0.0000
H -11.240 -7.589 -1.134  0.0000
H -12.204 -5.006 -4.509  0.0000
H -9.488 -3.534 -11.928  0.0000
H -6.938 -5.342 -7.198  0.0000
H -17.296 -0.050 -12.353  0.0000
H -8.285 -4.764 -12.193  0.0000
H -9.146 -3.283 -6.413  0.0000
H -9.575 -4.600 -13.432  0.0000
H -15.134 -7.284 -4.564  0.0000
H -11.810 -9.210 -1.497  0.0000
H -3.734 -3.534 -4.639  0.0000
H -12.146 -13.863 -7.106  0.0000
H -14.519 -8.204 -11.868  0.0000
H -10.227 -6.640 -7.202  0.0000
H -2.968 -2.643 -9.820  0.0000
H -12.331 -3.439 -12.783  0.0000
H -6.759 -2.122 -10.524  0.0000
H -13.012 -6.627 -2.564  0.0000
H -13.777 -10.728 -6.441  0.0000
H -8.764 -5.737 -10.452  0.0000
H -4.783 -6.113 -3.410  0.0000
H -6.589 -4.298 -9.879  0.0000
H -10.140 -8.766 -1.958  0.0000
H -9.576 -1.772 -13.618  0.0000
H -10.401 -5.192 -10.186  0.0005
H -17.330 -1.739 -12.801  0.0000
H -4.426 -9.418 -5.919  0.0001
H -4.652 -5.434 -7.866  0.0000
H -6.269 -8.917 -10.829  0.0012
H -5.503 -9.332 -8.166  0.0051
H -9.127 -2.756 -15.067  0.0000
H -4.812 -3.733 -5.986  0.0000
H -7.724 0.249 -16.281  0.0000
H -4.032 -5.163 -5.280  0.0000
H -12.407 -4.251 -11.196  0.0000
H -10.648 -7.552 -10.021  0.0011
H -6.735 -2.381 -15.965  0.0000
H -11.144 -6.276 -5.077  0.0000
H -16.676 -3.602 -9.005  0.0000
H -8.039 -1.162 -11.303  0.0000
H -15.925 -1.579 -10.840  0.0000
H -7.850 -9.779 -4.844  0.0006
H -6.642 -5.775 -5.247  0.0000
H -5.878 -0.046 -12.883  0.0000
H -7.594 -5.197 -3.880  0.0000
H -9.706 -12.226 -10.687  0.0007
H -13.886 -8.593 -10.243  0.0000
H -14.714 -6.173 -5.676  0.0000
H -5.334 -1.433 -12.144  0.0000
H -6.071 -3.448 -8.381  0.0000
H -7.411 -6.303 -8.434  0.0000
H -14.002 -0.167 -10.891  0.0000
H -10.369 -8.660 -5.683  0.0005
H -16.360 -0.568 -13.714  0.0000
H -3.046 -4.081 -8.782  0.0000
H -8.065 -8.242 -5.646  0.0003
H -7.237 1.456 -12.080  0.0000
H -12.132 -11.821 -10.787  0.0001
H -14.429 -11.116 -8.026  0.0000

=====

> Number 1 is which compound?

C43H109O31P5

=====

> Number 2 is which compound?

C43H117MnN10O11

=====

> Among the records above, which one has the highest E?

C43H117MnN10O11

=====

> Among the records above, which one has the lowest E?

C43H109O31P5